Record 1
The following is a DFT calculation (ωB97M-V with the def2-TZVPD basis set) of C19H23N5O5S in the gas phase in a non-equilibrium geometry.

* HOMO level: -8.212 eV
* SMILES string: COCCNC(=O)c1onc(CSc2nc3ccccc3[nH]2)c1C(=O)NCCOC

Each line ends with the Mulliken charge.
Geometry (Å):
C (-6.386, -1.215, 0.711)  -0.771
H (-6.603, -2.221, 0.331)  0.318
O (-5.162, -0.736, 0.217)  -0.207
C (-5.131, -0.636, -1.185)  -0.593
C (-3.765, -0.098, -1.604)  -0.797
N (-2.712, -0.991, -1.194)  -0.104
C (-1.691, -0.597, -0.415)  0.307
O (-1.500, 0.567, -0.098)  -0.884
C (-0.801, -1.710, -0.012)  0.392
C (0.392, -1.806, 0.676)  0.962
C (0.673, -3.213, 0.636)  -0.111
N (-0.272, -3.852, 0.002)  -0.874
O (-1.182, -2.948, -0.399)  -0.228
C (1.865, -3.903, 1.156)  -0.768
H (2.258, -3.393, 2.033)  0.306
H (1.659, -4.954, 1.346)  0.514
S (3.215, -3.922, -0.106)  -0.258
C (3.230, -2.236, -0.566)  -0.089
N (2.269, -1.621, -1.193)  -0.526
C (2.690, -0.321, -1.315)  0.737
C (2.043, 0.783, -1.859)  -0.438
C (2.708, 1.989, -1.828)  -0.579
C (3.985, 2.110, -1.273)  -0.581
C (4.643, 1.028, -0.723)  -1.073
C (3.979, -0.188, -0.745)  0.737
N (4.300, -1.438, -0.286)  0.044
H (5.115, -1.713, 0.234)  0.223
H (5.625, 1.125, -0.285)  0.392
H (4.464, 3.078, -1.268)  0.372
H (2.231, 2.868, -2.231)  0.387
H (1.055, 0.689, -2.278)  0.495
C (1.267, -0.809, 1.351)  0.702
O (2.244, -1.162, 1.999)  -0.729
N (0.910, 0.468, 1.207)  0.216
C (1.692, 1.538, 1.779)  -0.332
H (2.027, 1.234, 2.775)  0.468
C (0.850, 2.803, 1.848)  -0.932
O (0.698, 3.299, 0.538)  -0.107
C (-0.282, 4.297, 0.431)  -0.860
H (-1.270, 3.913, 0.715)  0.303
H (-0.300, 4.602, -0.613)  0.246
H (-0.043, 5.163, 1.062)  0.326
H (1.346, 3.554, 2.484)  0.531
H (-0.133, 2.573, 2.285)  0.338
H (2.574, 1.733, 1.158)  -0.044
H (0.103, 0.728, 0.639)  0.331
H (-2.829, -1.976, -1.380)  0.274
H (-3.747, 0.036, -2.691)  0.317
H (-3.575, 0.860, -1.115)  0.337
H (-5.919, 0.045, -1.543)  0.407
H (-5.304, -1.626, -1.640)  0.381
H (-6.290, -1.250, 1.794)  0.222
H (-7.214, -0.550, 0.437)  0.298

Record 2
The following is a DFT calculation (ωB97M-V with the def2-TZVPD basis set) of a 2-piece molecular cluster, C19H23NO6 overall in a non-equilibrium geometry.

* HOMO level: -8.121 eV
* SMILES string: CC1(C)OC(=O)C(=Cc2ccccc2)C(=O)O1.COC(=O)[C@H]1CCCN1

Each line ends with the Mulliken charge.
Geometry (Å):
C (3.496, -0.636, -3.386)  -1.358
C (3.771, -0.347, -1.921)  1.430
C (5.128, -0.882, -1.465)  -1.711
O (3.700, 1.052, -1.649)  -0.349
C (2.444, 1.608, -1.844)  -0.259
O (2.342, 2.756, -2.205)  -0.621
C (1.280, 0.737, -1.596)  0.848
C (0.052, 1.349, -1.489)  -0.777
C (-1.228, 0.787, -1.847)  0.761
C (-1.396, -0.423, -2.579)  0.004
C (-2.651, -1.025, -2.680)  -0.707
C (-3.773, -0.455, -2.058)  -0.440
C (-3.657, 0.822, -1.485)  -0.541
C (-2.418, 1.459, -1.448)  -0.451
C (1.505, -0.667, -1.242)  0.664
O (0.623, -1.473, -1.012)  -0.640
O (2.810, -1.054, -1.091)  -0.381
H (2.539, -0.222, -3.718)  0.252
H (4.298, -0.208, -3.992)  0.429
H (3.494, -1.717, -3.541)  0.362
H (5.261, -0.665, -0.404)  0.401
H (5.154, -1.966, -1.607)  0.374
H (5.946, -0.434, -2.032)  0.396
H (0.066, 2.405, -1.216)  0.423
H (-0.534, -0.864, -3.083)  0.353
H (-2.767, -1.951, -3.251)  0.376
H (-4.749, -0.947, -2.091)  0.415
H (-4.537, 1.337, -1.085)  0.393
H (-2.312, 2.488, -1.091)  0.381
C (-4.384, -1.176, 3.336)  -0.729
O (-3.281, -0.268, 3.205)  -0.284
C (-2.234, -0.614, 2.430)  0.297
C (-1.218, 0.542, 2.387)  0.127
C (-0.631, 0.865, 3.790)  -0.682
C (0.890, 0.725, 3.658)  -0.652
C (1.128, 0.092, 2.262)  -0.475
N (-0.115, 0.241, 1.544)  0.240
O (-2.107, -1.663, 1.832)  -0.606
H (-5.213, -0.540, 3.645)  0.249
H (-4.623, -1.681, 2.395)  0.312
H (-4.176, -1.909, 4.122)  0.294
H (-1.810, 1.396, 2.023)  0.278
H (-0.921, 1.886, 4.053)  0.291
H (-1.020, 0.133, 4.507)  0.306
H (1.340, 1.725, 3.695)  0.278
H (1.344, 0.090, 4.427)  0.315
H (2.005, 0.570, 1.788)  0.217
H (1.375, -0.992, 2.325)  0.302
H (-0.239, -0.287, 0.688)  -0.108

Record 3
The following is a DFT calculation (ωB97M-V with the def2-TZVPD basis set) of C19H24BN4PtSb as an isolated structure.

* HOMO level: -7.832 eV

Each line ends with the Mulliken charge.
Geometry (Å):
Pt (-0.047, 0.116, -0.358)  0.406
B (0.093, -3.387, 0.387)  0.078
N (-0.399, -2.879, -1.006)  0.139
C (-0.749, -3.730, -1.976)  -0.329
C (-1.212, -3.015, -3.063)  -1.026
C (-1.101, -1.690, -2.661)  -0.039
N (-0.621, -1.619, -1.412)  -0.155
N (0.677, -2.254, 1.283)  0.295
C (1.096, -2.492, 2.523)  -0.273
C (1.931, -1.467, 2.937)  -1.051
C (1.961, -0.599, 1.864)  -0.093
N (1.219, -1.078, 0.850)  -0.289
H (0.967, -4.189, 0.153)  -0.120
H (-0.826, -3.884, 0.992)  -0.108
H (-0.637, -4.790, -1.822)  0.427
H (-1.559, -3.396, -4.007)  0.390
H (-1.319, -0.795, -3.212)  0.409
H (0.822, -3.413, 3.011)  0.443
H (2.442, -1.373, 3.879)  0.411
H (2.466, 0.347, 1.759)  0.524
C (3.336, 4.570, -0.905)  -0.525
C (3.032, 3.392, -1.623)  -1.015
C (2.141, 2.490, -1.116)  -0.774
C (1.488, 2.710, 0.128)  1.565
C (0.522, 1.786, 0.639)  -0.820
C (-0.086, 2.096, 1.834)  -0.128
C (0.218, 3.276, 2.549)  -0.737
C (1.138, 4.161, 2.067)  -0.931
C (1.795, 3.898, 0.841)  1.015
C (2.735, 4.809, 0.296)  -0.904
H (4.047, 5.279, -1.309)  0.394
H (3.523, 3.198, -2.568)  0.415
H (1.913, 1.578, -1.658)  0.558
H (-0.815, 1.411, 2.255)  0.458
H (-0.285, 3.471, 3.488)  0.377
H (1.376, 5.069, 2.607)  0.359
H (2.965, 5.710, 0.855)  0.400
C (-1.712, 3.655, -0.898)  -1.300
Sb (-1.460, 1.694, -1.644)  0.509
C (-0.891, 2.146, -3.641)  -1.287
C (-3.485, 1.115, -1.920)  -1.213
H (-2.429, 4.177, -1.532)  0.473
H (-0.759, 4.181, -0.901)  0.374
H (-2.081, 3.605, 0.124)  0.400
H (-1.604, 2.864, -4.044)  0.405
H (-0.888, 1.253, -4.263)  0.408
H (0.106, 2.584, -3.641)  0.365
H (-3.958, 1.773, -2.647)  0.371
H (-4.003, 1.199, -0.966)  0.367
H (-3.542, 0.084, -2.262)  0.383

Record 4
The following is a DFT calculation (ωB97M-V with the def2-TZVPD basis set) of a 5-piece molecular cluster, C19H24Br4O7S overall in a non-equilibrium geometry.

* HOMO level: -9.801 eV
* SMILES string: O=C1C=CC(=O)C=C1.O=C1C=CC(=O)C=C1.CCOS(C)(=O)=O.BrCCBr.BrCCBr

Each line ends with the Mulliken charge.
Geometry (Å):
Br (4.522, -2.465, 0.450)  -0.105
C (2.818, -1.783, 1.104)  -0.234
C (2.051, -2.733, 1.949)  -0.440
Br (1.695, -4.417, 0.969)  -0.182
H (2.271, -1.379, 0.251)  0.232
H (3.120, -0.904, 1.673)  -0.020
H (1.096, -2.365, 2.325)  0.305
H (2.687, -2.952, 2.807)  0.470
Br (-5.206, 3.089, 0.789)  -0.168
C (-4.216, 4.812, 0.728)  -0.458
C (-5.292, 5.779, 1.058)  -0.811
Br (-4.508, 7.585, 1.507)  -0.186
H (-3.631, 4.975, -0.177)  0.397
H (-3.552, 4.820, 1.592)  0.361
H (-6.088, 5.522, 1.757)  0.465
H (-5.791, 5.906, 0.097)  0.398
O (-0.033, -0.720, -0.285)  -0.532
S (-0.538, 0.130, 0.819)  1.153
O (0.160, 0.072, 2.159)  -0.624
O (-0.617, 1.742, 0.331)  -0.285
C (-0.478, 1.926, -1.142)  -0.278
C (-1.836, 1.865, -1.831)  -0.848
C (-2.358, -0.288, 1.073)  -0.952
H (0.095, 1.072, -1.505)  0.289
H (0.177, 2.781, -1.311)  0.431
H (-1.621, 2.053, -2.883)  0.422
H (-2.474, 2.628, -1.385)  0.062
H (-2.320, 0.897, -1.704)  0.168
H (-2.871, -0.231, 0.113)  0.250
H (-2.604, 0.466, 1.820)  0.362
H (-2.482, -1.275, 1.520)  0.390
C (-0.605, -6.296, -3.277)  -0.278
C (-0.050, -5.203, -3.785)  -0.365
C (0.111, -3.943, -3.019)  0.425
O (0.934, -3.103, -3.400)  -0.551
C (-0.613, -3.999, -1.730)  -0.334
C (-1.368, -5.082, -1.379)  -0.421
C (-1.335, -6.361, -1.973)  0.322
O (-2.015, -7.309, -1.578)  -0.571
H (-0.465, -7.118, -3.964)  0.337
H (0.372, -5.289, -4.775)  0.388
H (-0.681, -3.164, -1.049)  0.668
H (-1.922, -5.054, -0.453)  0.346
C (5.004, 1.587, 1.866)  -0.453
C (4.784, 1.475, 0.508)  -0.427
C (3.552, 1.928, -0.109)  0.648
O (3.247, 1.791, -1.349)  -0.643
C (2.748, 2.763, 0.782)  -0.317
C (2.851, 2.735, 2.104)  0.007
C (3.942, 2.072, 2.795)  0.247
O (3.949, 2.082, 4.042)  -0.583
H (5.904, 1.263, 2.367)  0.388
H (5.473, 1.019, -0.188)  0.469
H (1.989, 3.368, 0.309)  0.277
H (2.021, 3.232, 2.584)  0.389

Record 5
The following is a DFT calculation (ωB97M-V with the def2-TZVPD basis set) of C19H24CdCl2O2Te4 as an isolated structure in a non-equilibrium geometry.

* total charge: -2
* HOMO level: -0.798 eV

Each line ends with the Mulliken charge.
Geometry (Å):
Cd (0.792, 0.230, 0.046)  1.399
C (1.697, -2.659, 1.685)  0.549
C (1.824, -1.454, 2.397)  1.131
C (2.707, -0.606, 1.684)  -0.560
C (3.146, -1.328, 0.534)  0.344
C (2.508, -2.580, 0.538)  1.047
C (2.646, -3.616, -0.538)  -1.645
C (4.279, -0.964, -0.384)  -1.379
C (3.320, 0.667, 2.201)  -1.619
C (1.181, -1.153, 3.720)  -1.656
C (0.833, -3.818, 2.092)  -1.503
H (1.681, -4.068, -0.780)  0.209
H (3.324, -4.424, -0.241)  0.292
H (3.036, -3.167, -1.453)  0.346
H (4.018, -1.114, -1.439)  0.264
H (5.147, -1.598, -0.169)  0.303
H (4.596, 0.074, -0.263)  0.298
H (3.682, 1.305, 1.389)  0.385
H (4.181, 0.452, 2.849)  0.270
H (2.611, 1.251, 2.793)  0.336
H (0.116, -1.410, 3.720)  0.312
H (1.269, -0.095, 3.980)  0.366
H (1.652, -1.731, 4.526)  0.310
H (-0.146, -3.480, 2.447)  0.266
H (1.289, -4.394, 2.907)  0.333
H (0.673, -4.501, 1.254)  0.292
C (-3.955, 1.720, 0.030)  -1.153
C (-2.565, 1.662, 0.621)  0.589
O (-1.870, 0.623, 0.426)  -0.591
C (-2.090, 2.780, 1.360)  0.706
C (-2.968, 3.568, 2.115)  -0.669
C (-2.504, 4.534, 2.974)  -0.647
C (-1.131, 4.744, 3.099)  -0.335
C (-0.241, 4.031, 2.331)  -0.637
C (-0.684, 3.089, 1.376)  0.469
O (0.105, 2.603, 0.494)  -0.759
H (-4.064, 0.967, -0.751)  0.069
H (-4.160, 2.708, -0.392)  0.343
H (-4.695, 1.509, 0.806)  0.379
H (-4.033, 3.369, 2.052)  0.291
H (-3.204, 5.119, 3.562)  0.350
H (-0.766, 5.491, 3.796)  0.345
H (0.823, 4.227, 2.404)  0.404
Te (1.280, -0.169, -2.614)  -0.255
Te (1.628, -0.271, -5.328)  -0.618
Te (-2.671, -0.364, -3.065)  -0.678
Te (-0.887, 1.075, -1.709)  -0.208
Cl (-2.801, -3.570, 0.934)  -0.219
C (-1.815, -3.412, -0.531)  -0.556
Cl (-0.658, -2.084, -0.367)  0.174
H (-2.472, -3.172, -1.372)  0.239
H (-1.270, -4.344, -0.671)  0.276

Record 6
The following is a DFT calculation (ωB97M-V with the def2-TZVPD basis set) of C19H24CeClN2S4 as an isolated structure.

* total charge: +2
* spin multiplicity: 2
* ⟨S²⟩: 0.75
* HOMO level (spin up / spin down): -13.278 / -13.278 eV

Each line ends with the Löwdin spin population.
Geometry (Å):
Ce (0.950, -0.181, -0.764)  1.034
C (2.387, 1.135, 2.919)  0.000
C (2.571, -0.375, 2.907)  0.000
S (1.307, -1.348, 2.072)  -0.002
C (-0.241, -1.001, 2.926)  0.000
C (-0.912, 0.361, 2.742)  0.000
S (-1.159, 0.886, 1.029)  -0.002
C (-0.690, 2.629, 1.038)  0.000
C (0.667, 2.982, 1.647)  0.000
S (2.076, 1.884, 1.292)  -0.002
H (3.298, 1.589, 3.311)  0.000
H (1.588, 1.427, 3.594)  0.000
H (2.672, -0.741, 3.931)  0.000
H (3.496, -0.660, 2.402)  0.000
H (-0.066, -1.171, 3.990)  0.000
H (-0.911, -1.799, 2.602)  0.000
H (-0.366, 1.151, 3.246)  0.000
H (-1.900, 0.318, 3.198)  0.000
H (-1.471, 3.202, 1.539)  0.000
H (-0.726, 2.916, -0.011)  0.000
H (0.620, 3.059, 2.732)  0.000
H (0.939, 3.973, 1.284)  0.000
Cl (1.103, 6.389, -0.661)  -0.001
C (1.128, 4.810, -1.352)  -0.002
C (-0.022, 4.310, -1.957)  0.000
C (-0.011, 3.030, -2.478)  -0.002
C (1.142, 2.223, -2.433)  -0.001
C (1.156, 0.848, -2.967)  -0.014
C (2.278, 2.766, -1.821)  -0.002
C (2.284, 4.052, -1.292)  0.000
H (-0.907, 4.931, -2.025)  0.000
H (-0.900, 2.658, -2.978)  0.000
H (2.056, 0.610, -3.536)  -0.001
H (0.294, 0.653, -3.611)  -0.001
H (3.205, 2.199, -1.809)  0.000
H (3.177, 4.466, -0.842)  0.000
N (-2.673, -6.583, -2.129)  0.000
C (-3.244, -5.521, -1.537)  0.000
S (-4.786, -5.418, -1.048)  0.000
C (-2.287, -4.366, -1.302)  0.000
C (-0.939, -4.560, -1.027)  0.000
C (-0.142, -3.464, -0.758)  0.000
N (-0.609, -2.207, -0.774)  -0.002
C (-1.916, -2.027, -1.044)  0.000
C (-2.777, -3.065, -1.308)  0.000
H (-3.257, -7.382, -2.323)  0.000
H (-1.776, -6.542, -2.580)  0.000
H (-0.502, -5.547, -0.968)  0.000
H (0.907, -3.604, -0.519)  0.000
H (-2.286, -1.008, -1.043)  0.000
H (-3.825, -2.887, -1.504)  0.000